(1)
ORCA calculation (ωB97M-V with the def2-TZVPD basis set) on a 6-piece molecular cluster, C5H22NO6 overall.

orbital gap (alpha / beta): 8.025 / 4.192 eV

Geometry as ORCA input:
```
! RIJCOSX wB97M-V def2-TZVPD def2/J DEFGRID3
* xyz 2 2
O 0.57391 -2.42886 -1.99799
O -2.87606 1.95662 0.48937
O -2.48002 -1.76740 -1.02926
O -1.95170 1.73852 -2.74431
O -1.47905 0.61801 2.52044
O 0.82818 -1.18428 2.81045
N -0.34965 0.63249 -0.28613
C 2.08283 -0.58369 2.54772
C 1.01641 0.52050 -0.77556
C 2.39804 -0.62195 1.03977
C 2.14299 0.65795 0.23080
C 1.19894 0.51066 -2.12173
H 0.47498 0.82126 -2.89936
H 3.06178 1.13439 -0.12808
H 2.65650 -1.13260 3.32499
H 1.96817 1.41814 1.01963
H -2.84436 -2.58785 -0.69203
H 1.21864 -3.10450 -1.60175
H 2.14268 0.44946 -2.70247
H -1.96285 -2.01019 -1.77346
H 2.04173 0.49923 2.79598
H -1.11412 0.08015 3.22709
H -2.12137 2.71694 -2.80077
H -3.45126 2.42958 1.13583
H 3.47560 -0.92092 0.98938
H -0.94376 -0.12575 -0.77311
H -1.82657 1.42440 2.91500
H -0.48851 0.54840 0.75858
H -3.15318 1.02341 0.56688
H 0.37400 -3.02386 -2.74053
H 0.27073 -1.21508 2.04162
H 1.75527 -1.42158 0.56877
H -1.68138 1.36856 -3.56023
H -0.95754 1.57983 -0.35553
*
```

Mulliken population analysis, charges in e, atoms 1 to 2: -0.54, -0.66


(2)
ORCA calculation (ωB97M-V with the def2-TZVPD basis set) on a 7-piece molecular cluster, C5H22NO8 overall.

orbital gap: 8.891 eV

Geometry as ORCA input:
```
! RIJCOSX wB97M-V def2-TZVPD def2/J DEFGRID3
* xyz -1 1
O 2.62191 2.42233 0.70920
O -1.15551 -3.91546 2.22730
O 0.03509 0.03586 1.96359
O -0.86153 3.40327 -0.36087
O 1.30382 3.61937 -2.42893
O -1.73863 -1.26746 2.32273
O 0.26666 -0.95875 4.58371
O 2.42829 -0.19340 1.17549
N -0.93202 -1.04753 -3.57383
C -0.46041 0.24738 -0.76024
C 0.33045 -0.93407 -1.39316
C -0.43579 -1.77062 -2.39960
C -1.53116 -0.34671 0.15260
C -1.02054 -0.55202 1.58988
H 0.63946 3.09336 -2.89717
H -1.79931 -3.21518 2.41267
H 0.25809 0.86913 -0.23772
H 0.12189 -0.43546 3.76268
H 2.44338 1.44193 0.72525
H -0.65303 2.94781 0.46218
H -0.23106 -0.80320 -4.25626
H 3.05763 -0.33663 1.87635
H -1.49421 -0.25526 -3.30880
H -0.58908 -1.41856 4.55879
H 3.09509 2.62814 -0.11516
H -2.39854 0.32388 0.16488
H 1.23708 -0.65429 -1.95419
H -0.34326 -3.44480 2.03560
H 0.75197 -1.49851 -0.54790
H 0.17971 -2.61616 -2.70893
H -0.96841 0.78876 -1.56361
H -1.96564 -1.29516 -0.14672
H 1.09548 3.30699 -1.52855
H 1.47033 -0.06090 1.48794
H -1.43003 4.11883 -0.06514
H -1.32819 -2.22691 -1.96405
*
```

Mulliken population analysis, charges in e, atoms 1 to 2: -0.71, -0.66


(3)
ORCA calculation (ωB97M-V with the def2-TZVPD basis set) on a 6-piece molecular cluster, C5H23N2O6 overall.

orbital gap: 7.070 eV

Geometry as ORCA input:
```
! RIJCOSX wB97M-V def2-TZVPD def2/J DEFGRID3
* xyz -1 1
O -2.22906 -1.05614 -2.09471
O 0.56321 -0.64998 -2.99551
O 0.11514 3.49019 0.43155
O -1.12381 1.36572 -2.60439
O 3.34908 -0.60832 0.40809
O 2.10014 -2.59633 -0.87698
N -2.14275 -0.36318 2.59353
N 1.58198 1.39287 -0.05283
C -0.17637 -1.30193 1.29283
C -0.62757 2.43827 0.46987
C -0.81931 -1.01289 2.64746
C -0.34511 -0.17750 0.26895
C 0.31100 1.13733 0.71852
H 0.86247 -1.52793 1.42822
H -1.85867 0.69441 -2.43600
H 3.26724 -0.72149 1.31133
H 1.77144 2.35131 0.12196
H -0.59922 -2.21729 0.90871
H -2.01993 0.60613 2.29589
H 1.34993 1.35759 -1.05756
H -2.12348 -1.17007 -1.12299
H -1.11067 1.86364 -1.69010
H -2.73381 -0.77497 1.96444
H -1.37849 2.47063 1.30582
H 1.45007 -0.34943 -3.20260
H -1.41859 -1.38288 -2.55780
H 0.01388 0.15202 -2.94204
H 0.09325 -0.52205 -0.71047
H 2.61156 -1.94024 -0.42613
H 1.54806 -2.10716 -1.44473
H 2.68864 0.21549 0.25484
H -1.41861 -0.02980 0.07411
H 0.65210 1.13039 1.73641
H -0.90632 -1.98809 3.23483
H -1.18358 2.17615 -0.53635
H -0.11383 -0.34446 3.28381
*
```

Mulliken population analysis, charges in e, atoms 1 to 2: -0.76, -0.64


In order of appearance, relative energy (zero: lowest compared OMol25 entry of this formula, charge and spin) = 0.00 169.50 176.79 kJ/mol.